Entry 1:
C4HNO2 | ωB97M-V with the def2-TZVPD basis set

The geometry in ORCA input format:
```
! wB97M-V def2-TZVPD RIJCOSX def2/J DEFGRID3
* xyz 0 1
O 1.203 -1.846 -2.080
C -1.237 1.282 1.674
C -0.440 0.760 0.699
H 0.032 -1.522 -0.448
N -1.913 1.698 2.503
O 1.139 0.108 -1.027
C 0.452 0.701 -0.117
C 0.763 -1.181 -1.205
*
```

Properties
- E: -358.1458 Eh
- E_HOMO: -10.8 eV
- E_LUMO: -0.0180 hartree

Entry 2:
C4HNO2 | ωB97M-V with the def2-TZVPD basis set

The geometry in ORCA input format:
```
! wB97M-V def2-TZVPD RIJCOSX def2/J DEFGRID3
* xyz 0 3
O 2.025 0.495 2.708
C 1.170 0.492 1.921
O -0.827 0.377 0.386
H -1.971 0.055 -1.402
C -0.072 -0.748 -1.765
C -0.028 0.716 1.561
C -1.025 -0.164 -0.914
N 0.727 -1.225 -2.496
*
```

Properties
- E: -357.9997 Eh
- ⟨S²⟩: 2.027
- E_HOMO (alpha / beta): -9.0 / -10.2 eV
- E_LUMO (alpha / beta): -0.0241 / -0.1087 hartree

Entry 3:
C4HNO2S | ωB97M-V with the def2-TZVPD basis set

The geometry in ORCA input format:
```
! wB97M-V def2-TZVPD RIJCOSX def2/J DEFGRID3
* xyz 0 3
C -0.566 -0.595 -0.790
C 0.148 -0.335 0.501
S 0.696 -1.573 3.067
N -0.385 0.753 -1.240
C 0.346 1.046 -0.051
O 0.739 2.068 0.331
H -0.310 1.043 -2.179
O -1.005 -1.551 -1.345
C 0.337 -0.856 1.706
*
```

Properties
- E: -756.3177 Eh
- ⟨S²⟩: 2.027
- E_HOMO (alpha / beta): -7.4 / -10.3 eV
- E_LUMO (alpha / beta): -0.0095 / -0.1344 hartree

Entry 4:
C4HNaO2 | ωB97M-V with the def2-TZVPD basis set

The geometry in ORCA input format:
```
! wB97M-V def2-TZVPD RIJCOSX def2/J DEFGRID3
* xyz 0 1
Na 1.973 2.281 2.505
O -0.708 0.979 -1.128
O 0.207 1.146 1.170
C 0.071 -1.831 -0.491
C -0.145 -3.081 -0.419
C 0.344 -0.506 -0.577
H -1.548 0.526 -1.284
C -0.193 0.485 0.224
*
```

Properties
- E: -465.5370 Eh
- E_HOMO: -6.5 eV
- E_LUMO: -0.0839 hartree

Entry 5:
C50H108B2Cl3F8N16O20S | ωB97M-V with the def2-TZVPD basis set

The geometry in ORCA input format:
```
! wB97M-V def2-TZVPD RIJCOSX def2/J DEFGRID3
* xyz -1 1
N -19.770 5.094 -9.324
H -26.671 -4.163 -13.676
H -22.256 -5.155 -15.483
C -20.479 -4.580 -10.532
H -17.467 3.387 -7.891
C -17.967 3.111 -6.016
C -31.144 -7.904 -19.439
H -24.763 1.723 -7.620
B -19.558 -2.268 -16.564
H -19.751 -6.096 -17.933
H -18.534 4.035 -4.108
O -16.401 1.465 -10.384
H -19.668 2.711 -12.526
H -17.450 0.074 -9.085
C -21.319 1.043 -8.150
C -23.044 -0.934 -9.065
C -23.314 -2.467 -3.731
H -20.469 6.840 -6.484
H -28.376 -4.152 -13.439
C -19.686 6.424 -7.118
H -21.302 3.740 -9.948
C -22.924 -1.896 -2.377
H -20.845 1.414 -10.231
H -18.214 2.990 -15.593
C -17.695 3.517 -4.572
H -20.524 -3.369 -13.714
C -33.437 -7.525 -19.976
C -20.662 -5.709 -18.390
H -17.954 1.993 -14.084
H -23.846 -1.600 -9.345
H -29.016 -4.572 -18.089
H -30.513 -5.553 -19.691
H -18.284 0.129 -11.985
C -18.606 2.221 -14.927
H -25.173 -1.229 -13.614
H -25.301 -3.866 -10.450
O -22.467 -2.596 -4.563
O -17.735 3.211 -9.477
C -25.466 1.812 -6.793
O -18.916 2.386 -6.268
C -29.164 -2.163 -14.761
H -21.801 -3.953 -12.707
N -21.696 -4.972 -16.304
H -23.380 3.531 -4.987
O -19.364 -1.185 -6.978
O -18.872 -3.612 -11.845
H -15.033 -1.871 -13.943
H -27.453 -6.420 -17.497
H -23.734 -2.554 -15.500
C -28.610 -5.166 -18.907
F -20.671 -2.125 -17.286
H -18.922 6.050 -6.436
N -19.788 -1.743 -4.275
H -29.037 -0.588 -10.450
C -18.709 -2.139 -9.036
H -27.039 -4.373 -10.228
N -20.836 -3.670 -12.802
H -29.024 1.590 -11.073
O -23.708 1.587 -16.144
H -28.200 1.921 -15.408
H -23.642 -2.168 -1.603
O -18.763 1.615 -10.957
B -23.848 -5.059 -12.859
O -24.926 2.428 -5.613
O -26.477 -2.555 -9.380
H -19.679 -2.132 -9.532
C -28.131 2.157 -14.346
C -20.036 2.689 -14.539
H -20.860 -5.565 -10.803
H -24.640 4.356 -5.958
H -27.010 -3.782 -7.826
C -27.731 -2.634 -14.604
H -22.990 4.027 -17.867
H -18.360 -1.568 -12.154
C -23.904 -0.666 -11.894
H -20.987 1.008 -5.420
H -19.436 -1.625 -5.215
N -24.492 -2.930 -3.928
C -28.178 1.985 -10.509
O -26.370 -4.728 -18.227
C -19.172 -1.357 -3.172
F -23.696 -6.429 -12.577
C -20.240 5.236 -7.842
N -25.834 -0.660 -7.166
C -22.815 -0.706 -7.712
H -33.349 -7.695 -21.049
C -23.554 -1.481 -15.573
H -28.260 -4.439 -19.640
H -22.913 -0.809 -2.452
H -21.196 -3.934 -10.027
N -27.553 -3.684 -13.789
F -19.834 -2.897 -15.397
C -22.350 -0.158 -10.069
O -19.717 -1.475 -2.066
F -19.081 -1.021 -16.419
F -23.144 -4.834 -14.088
H -22.664 -1.417 -16.201
C -21.959 -0.643 -13.865
H -17.302 -0.759 -2.524
C -20.042 -3.871 -11.782
H -29.936 -2.749 -14.263
C -26.342 -3.550 -10.383
C -27.401 0.718 -10.146
H -24.670 -0.849 -11.155
H -20.716 1.840 -7.742
H -29.275 -1.147 -14.383
H -30.150 -6.897 -17.757
H -22.699 3.701 -16.190
H -30.969 -8.266 -20.452
H -23.729 2.441 -19.350
H -21.167 -0.590 -14.597
H -16.345 -2.670 -12.961
Cl -29.694 1.612 -13.709
H -34.232 -6.805 -19.781
O -16.059 0.472 -12.952
N -28.094 -0.437 -10.122
H -24.571 -4.350 -17.107
H -19.251 7.118 -7.836
N -17.968 -0.012 -8.222
H -26.788 -2.116 -5.965
H -20.731 -2.103 -4.269
C -16.085 -1.875 -13.661
C -25.519 -4.883 -17.035
H -19.022 4.420 -9.399
S -17.552 2.347 -10.606
H -17.994 0.764 -7.576
H -27.534 2.609 -11.127
O -26.207 0.727 -9.912
H -18.742 1.362 -15.585
N -17.197 3.635 -6.950
F -23.377 -4.281 -11.819
C -21.800 -5.833 -17.312
O -20.911 2.850 -15.390
O -32.188 -6.977 -19.462
H -16.873 4.223 -4.453
H -20.484 -4.660 -18.629
H -24.344 -0.815 -15.920
H -19.594 -4.854 -9.957
H -26.135 2.539 -7.253
H -25.284 -3.186 -7.798
C -17.857 -0.820 -3.460
H -28.519 2.455 -9.587
N -29.620 -6.015 -19.598
N -17.890 -0.707 -12.393
O -16.956 3.053 -11.700
Cl -27.946 3.835 -14.083
H -21.961 -2.293 -2.055
C -26.328 -2.951 -8.004
H -21.692 5.526 -10.278
H -17.292 -1.496 -4.102
C -24.025 3.461 -5.863
H -27.028 -6.541 -19.185
N -20.350 2.740 -13.270
H -25.154 -5.904 -16.928
H -27.586 -1.286 -9.918
C -22.628 -0.334 -11.507
H -23.605 0.821 -18.734
H -19.461 5.967 -9.727
H -22.658 1.232 -5.684
H -27.813 -1.506 -7.253
C -18.718 -1.031 -7.984
C -29.900 -7.183 -18.779
C -21.644 -0.324 -12.542
O -21.105 4.542 -7.387
H -26.548 -3.051 -11.330
H -17.973 0.159 -3.924
H -29.393 -2.105 -15.825
O -26.867 -2.057 -15.228
H -24.731 -3.311 -4.832
C -24.175 -1.031 -13.251
O -22.642 -6.695 -17.269
C -26.788 -1.779 -7.001
H -18.812 -3.077 -8.489
H -21.127 -4.138 -16.296
H -17.652 2.632 -3.937
H -20.874 -6.156 -19.360
Cl -26.790 1.154 -13.681
F -18.666 -3.077 -17.263
H -25.141 1.591 -18.621
N -23.214 -1.029 -14.179
H -23.443 3.545 -6.780
N -21.989 0.235 -7.282
H -26.234 0.286 -5.353
H -33.707 -8.450 -19.467
H -21.927 -0.424 -5.265
H -20.575 4.664 -11.301
H -31.542 -8.712 -18.825
H -27.307 0.704 -6.764
H -17.980 -2.169 -9.846
C -23.649 2.233 -17.171
H -25.162 -2.922 -3.172
C -27.314 -5.834 -18.406
H -29.016 -7.812 -18.671
F -25.204 -4.830 -12.956
N -23.175 3.464 -17.050
H -25.867 -0.439 -8.151
C -21.421 0.802 -9.552
C -26.290 0.522 -6.416
C -24.072 1.788 -18.548
H -23.314 -1.339 -6.993
H -16.708 -2.120 -14.521
H -26.032 -4.640 -16.105
C -21.861 0.504 -5.833
H -21.318 2.781 -12.982
H -16.792 4.550 -6.814
C -16.707 -0.619 -13.019
H -20.635 -0.067 -12.257
C -20.960 4.719 -10.283
*
```

Properties
- E: -6978.8659 Eh
- E_HOMO: -4.5 eV
- E_LUMO: 0.0021 hartree

Entry 6:
C50H108F3O26V | ωB97M-V with the def2-TZVPD basis set

The geometry in ORCA input format:
```
! wB97M-V def2-TZVPD RIJCOSX def2/J DEFGRID3
* xyz 1 2
O 1.603 -0.250 0.981
H -0.626 4.572 -0.037
H 3.330 -0.407 -0.958
C -2.806 3.436 4.990
C -4.222 -5.827 -2.324
H -0.769 1.481 -1.838
F 0.633 -0.308 -2.586
C -6.243 -6.489 -1.259
C 3.280 -0.636 2.840
H -4.730 4.325 4.890
H 4.329 -8.201 1.844
H -6.638 -5.473 -1.262
C 2.772 1.653 3.505
H -1.363 2.805 0.931
H -3.041 3.898 -0.114
C -1.586 -4.401 -1.678
H 3.957 -0.665 3.694
C 2.577 6.388 -1.019
H 3.690 3.779 -1.077
H 3.860 -4.087 0.014
H 4.390 4.310 0.383
H -0.730 -2.651 -0.653
H -2.777 -7.387 -2.395
H 4.395 -1.665 -6.041
H 4.171 5.172 -2.424
H -3.640 0.889 -0.302
H -3.634 2.983 -3.188
H 3.232 -2.716 2.325
O 1.356 -1.921 2.054
C -0.198 4.535 0.965
H 1.094 -2.297 -3.482
H 1.782 0.928 -0.696
H 3.300 1.680 4.458
H -2.290 3.350 -2.003
H 5.455 -2.221 -4.698
C 4.027 3.408 -0.110
H 0.957 1.435 -2.923
H 4.977 2.887 -0.237
H 4.035 3.798 -3.382
O 0.304 -4.377 -0.026
H -2.069 3.355 -0.611
C -3.073 -0.245 5.811
H -0.526 -2.832 0.098
H -1.571 -3.529 0.388
H 1.205 -4.733 -5.604
C 3.681 -0.016 -1.913
H -2.391 3.873 5.899
F 2.167 -1.495 -1.736
H -6.597 -6.989 -0.358
H -0.313 -4.774 1.913
C -0.904 -3.708 -0.455
H -3.445 5.360 4.195
O -2.020 4.567 2.022
H 2.194 -4.587 0.541
H 1.990 2.411 3.483
H -3.277 2.474 5.193
C -3.515 3.334 0.689
F 0.124 -1.837 -1.186
C 4.744 4.293 -2.718
H 0.321 -3.543 2.850
C 6.243 2.575 -2.128
C -2.812 -6.302 -2.491
C -4.510 0.635 0.304
C 4.441 -1.945 -4.989
C 1.800 -3.825 -5.506
O 1.821 4.512 -2.156
H 3.730 -0.300 1.906
C 0.726 3.370 1.186
H -2.631 0.672 6.200
H 2.735 -2.559 -1.707
O 4.793 0.830 -1.531
O -0.071 0.716 0.006
H -2.338 -1.315 -0.331
H 1.162 -3.092 -1.130
H -2.395 -3.747 -2.001
C 3.904 -1.201 -2.835
H 4.989 1.584 -3.587
C -2.565 0.319 3.533
C -3.823 4.342 4.286
H 2.433 -2.353 3.811
H 1.092 -5.680 1.309
H 2.707 5.851 -0.079
H 2.530 2.294 -3.153
H -2.529 -5.995 -3.498
H 1.188 -2.943 -5.694
H -4.369 -4.751 -2.231
V 0.623 -0.342 2.266
H 2.883 0.581 -2.355
O 2.280 0.311 3.223
C 1.023 -0.920 -1.405
H -1.981 -0.579 3.328
H 5.519 4.496 -3.458
O -0.439 0.776 2.053
C 1.635 2.197 -2.538
C 1.984 -3.343 -1.801
C 0.124 -5.256 1.039
C 5.003 -7.370 1.638
H 1.285 6.343 -2.728
C 3.023 -4.767 -0.143
O 0.437 2.468 1.949
H 2.518 -3.665 -6.311
H -2.390 1.180 1.595
H 1.864 1.818 -1.542
C -4.184 5.164 -1.679
H -0.477 -6.094 0.686
O 5.353 3.597 -1.631
H -3.910 7.287 -1.835
H -3.746 -0.849 7.700
H -2.518 1.855 0.016
C -0.753 -2.633 1.146
H 4.821 -1.720 -2.556
O -4.827 -6.411 -1.175
H 0.489 5.752 -1.326
H 6.773 2.225 -1.242
H -6.641 -2.800 6.617
H -1.085 4.578 -3.814
H -3.015 2.365 0.713
H -1.336 2.888 -4.388
H 3.505 6.424 -1.589
H -4.585 3.241 0.507
C -2.525 -1.104 0.722
C -3.198 0.900 2.271
O -4.378 4.326 -0.835
O 1.821 3.553 0.546
H -1.853 1.030 3.951
O 2.465 -4.652 -1.452
H 5.724 -7.550 0.840
C -6.043 -2.063 7.154
C 1.421 -3.292 -3.178
C -3.123 4.047 1.969
C 0.518 -3.071 1.888
O -4.095 3.907 2.939
H -5.541 6.718 -2.260
H 6.949 2.953 -2.867
O 4.326 -6.164 1.373
C -2.826 3.655 -2.902
H -4.725 -6.019 -3.271
H 0.542 -3.935 -3.216
H -2.808 -0.062 0.872
H -1.036 4.479 1.660
H -5.067 -0.002 -0.382
C 2.962 2.686 0.686
H -0.751 -4.246 -2.362
C -0.463 1.804 -0.843
H -4.848 0.269 6.920
O -3.612 0.139 4.514
C -4.698 6.576 -1.584
H -1.953 3.162 4.370
H -6.537 -7.065 -2.136
C 0.912 3.537 -2.374
H 5.543 -7.163 2.562
O -0.329 3.704 -2.493
C -4.216 -0.603 6.748
O 2.405 -3.620 -4.184
O -4.066 0.032 1.547
C 1.464 5.780 -1.812
H 3.479 2.040 2.772
H 1.039 -3.857 1.341
O -1.266 -1.302 1.426
H 2.839 -6.922 0.248
H -6.730 -1.241 7.354
H 2.655 1.722 0.279
C 2.561 -1.994 2.790
H 0.271 2.578 -1.070
H -5.137 1.512 0.469
C 1.142 0.157 -0.268
C 5.505 1.307 -2.668
H -4.966 6.817 -0.556
H -2.312 -1.020 5.720
H 2.352 7.429 -0.788
C 3.640 -6.195 0.114
H -5.596 -2.589 7.998
H 6.164 0.486 -2.951
H 3.045 -1.857 -2.701
H 4.182 -6.486 -0.786
C -1.817 3.807 -4.054
H 3.770 -2.803 -5.023
H -2.374 4.173 -4.917
H -1.476 -3.384 1.463
O 3.982 -0.861 -4.174
C -1.647 2.503 -0.077
H 3.135 2.653 1.761
O -3.458 4.957 -2.751
H -3.736 1.816 2.517
H 0.323 5.477 1.138
O -5.041 -1.657 6.245
H -3.307 -1.782 1.065
O -2.027 -5.734 -1.412
*
```

Properties
- E: -5167.4340 Eh
- ⟨S²⟩: 0.783
- E_HOMO (alpha / beta): -10.0 / -10.0 eV
- E_LUMO (alpha / beta): -0.0858 / -0.0834 hartree